No. 1
Below is a molecular structure, C8H12AuINS2Si, with properties calculated with ωB97M-V/def2-TZVPD.

Positions of all 26 atoms, in Å:
Au 0.899 3.709 -1.664
C 0.821 -2.122 -1.715
Si 0.020 -1.649 -0.099
C -1.714 -2.377 -0.055
C 1.008 -2.410 1.308
C -0.143 0.189 0.263
C -0.737 0.537 1.473
C -0.916 1.861 1.864
C -0.481 2.852 1.007
N 0.080 2.531 -0.149
C 0.273 1.257 -0.555
S 1.063 1.205 -2.102
H 0.838 -3.214 -1.784
H 1.842 -1.747 -1.784
H 0.275 -1.721 -2.569
H -1.686 -3.460 -0.194
H -2.327 -1.949 -0.851
H -2.213 -2.172 0.895
H 1.078 -3.495 1.191
H 0.553 -2.206 2.279
H 2.023 -2.006 1.325
H -1.075 -0.249 2.142
H -1.375 2.117 2.809
H -0.546 3.922 1.186
I 1.962 4.930 -3.645
S 0.477 5.664 -0.575

Summary:
Orbital gap in Eh: 0.236
HOMO in eV: -3.78
LUMO energy in eV: 2.6
Total energy in Eh: -1886.18520
Total charge: -1
Molar mass in g/mol: 538.3

No. 2
Below is a molecular structure, C8H12BKO2P at a distorted geometry, with properties calculated with ωB97M-V/def2-TZVPD.

Positions of all 25 atoms, in Å:
C -0.423 1.685 3.014
C 0.081 0.564 2.117
C 1.242 -0.166 2.407
C 1.690 -1.168 1.569
C 0.970 -1.423 0.413
C -0.176 -0.704 0.088
C -0.918 -0.959 -1.199
P 0.171 -1.065 -2.711
B -0.557 0.333 -3.883
O -1.463 1.271 -3.448
O -0.201 0.295 -5.191
C -0.624 0.289 0.960
H -0.562 1.399 4.058
H 0.352 2.448 2.992
H -1.349 2.075 2.609
H 1.837 0.061 3.282
H 2.606 -1.703 1.768
H 1.326 -2.175 -0.279
H -1.413 -1.924 -1.100
H -1.671 -0.189 -1.342
H 1.342 -0.424 -2.258
H -1.038 2.030 -3.041
H 0.647 -0.141 -5.325
H -1.502 0.869 0.714
K -0.365 -1.281 3.788

Summary:
Orbital gap in Eh: 0.282
HOMO in eV: -11.32
LUMO energy in eV: -3.7
Total energy in Eh: -1428.53191
Total charge: +1
Molar mass in g/mol: 221.1

No. 3
Below is a molecular structure, C8H12Br12O2S at a distorted geometry, with properties calculated with ωB97M-V/def2-TZVPD.

Positions of all 35 atoms, in Å:
C 17.221 16.933 -16.434
Br 15.696 15.980 -17.317
Br 16.291 18.203 -15.222
Br 18.135 18.024 -17.861
H 17.854 16.291 -15.821
C 9.432 14.043 -9.059
Br 9.333 12.539 -7.799
Br 7.870 14.058 -10.270
Br 11.134 14.121 -10.083
H 9.315 14.947 -8.461
C 18.452 13.840 -9.929
Br 20.268 14.297 -10.580
Br 18.340 13.761 -7.920
Br 17.977 12.006 -10.713
H 17.840 14.664 -10.296
C 26.987 15.947 -8.318
Br 27.670 16.419 -10.112
Br 25.911 17.299 -7.436
Br 28.488 15.437 -7.088
H 26.390 15.041 -8.423
C 12.260 7.125 -13.914
C 13.164 7.581 -15.084
C 12.249 7.906 -16.226
S 10.707 8.705 -15.441
O 9.534 7.998 -15.964
O 10.812 10.184 -15.509
C 11.138 8.071 -13.716
H 12.670 6.919 -12.925
H 11.663 6.261 -14.205
H 13.928 6.806 -15.139
H 13.684 8.458 -14.698
H 11.856 6.986 -16.659
H 12.718 8.489 -17.020
H 10.212 7.772 -13.225
H 11.562 8.932 -13.199

Summary:
Orbital gap in Eh: 0.348
HOMO in eV: -10.24
LUMO energy in eV: -0.8
Total energy in Eh: -31748.72922
Molar mass in g/mol: 1131.1

No. 4
Below is a gas-phase ion, C8H12BrN3O2P (charge +1) at a distorted geometry, with properties calculated with ωB97M-V/def2-TZVPD.

Positions of all 27 atoms, in Å:
H -1.257 -3.903 0.730
N -1.640 -2.961 0.487
C -0.686 -2.268 -0.157
C 0.726 -3.027 -0.390
C -0.999 -0.758 -0.698
C -0.074 0.236 0.168
C -0.709 1.114 1.361
N -1.621 0.478 2.366
C -2.842 0.791 1.933
O -3.949 1.062 1.390
C 0.683 1.790 1.856
C 1.173 2.241 0.354
N 0.691 1.344 -0.553
P 0.969 1.525 -2.324
O 2.397 0.674 -2.786
Br 1.245 3.781 -2.683
H 0.618 -4.176 -0.264
H 1.150 -2.873 -1.466
H 1.534 -2.704 0.374
H -2.130 -0.588 -0.567
H -0.732 -0.773 -1.819
H 0.791 -0.339 0.689
H -1.296 1.964 0.822
H 1.423 0.983 2.259
H 0.526 2.737 2.495
H 1.782 3.195 0.172
H 2.226 0.455 -3.748

Summary:
SMILES string: [H]/N=C(\C)C[C@@H]1[C@@H](N=C=O)CC=[N+]1P(O)Br
Orbital gap in Eh: 0.281
HOMO in eV: -13.08
LUMO energy in eV: -5.4
Total energy in Eh: -3541.77295
Total charge: +1
Molar mass in g/mol: 293.1

No. 5
Below is a molecular structure, C8H12Cl2LaN2NdO3S at a distorted geometry, with properties calculated with ωB97M-V/def2-TZVPD.

Positions of all 30 atoms, in Å:
Nd 0.240 -0.608 -7.065
La -0.577 0.916 -2.493
Cl -0.816 1.204 -5.369
Cl 1.474 -0.492 -3.058
C -1.035 -0.951 -1.219
C -0.191 0.650 -9.004
C 0.327 -1.684 -9.246
O -0.794 -2.004 -0.782
O -0.314 1.075 -10.087
O 0.400 -2.080 -10.344
C -0.790 -1.710 3.239
C 0.646 -1.410 2.879
N 0.823 -0.482 1.725
C 0.078 0.589 1.450
S 0.372 1.534 0.008
N -0.877 0.957 2.357
C -0.515 1.412 3.746
C 0.890 1.941 3.868
H -1.440 -0.828 3.197
H -0.837 -2.147 4.249
H -1.169 -2.419 2.500
H 1.211 -1.041 3.748
H 1.171 -2.299 2.514
H 1.607 -0.651 1.102
H -1.623 1.514 1.955
H -1.287 2.164 3.941
H -0.670 0.588 4.451
H 0.994 2.838 3.247
H 1.057 2.233 4.912
H 1.644 1.190 3.578

Summary:
Orbital gap (alpha / beta) in Eh: 0.084 / 0.112
HOMO (alpha / beta) in eV: -19.58 / -19.58
LUMO energy (alpha / beta) in eV: -17.3 / -16.5
Total energy in Eh: -2557.24830
Total charge: +4
Molar mass in g/mol: 570.3
2S+1: 4

No. 6
Below is a molecular structure, C8H12ClIrN at a distorted geometry, with properties calculated with ωB97M-V/def2-TZVPD.

Positions of all 23 atoms, in Å:
C -0.636 0.992 -1.777
C -1.626 1.304 -0.760
C -2.320 0.089 -0.408
C -1.774 -0.988 -1.204
C -0.729 -0.443 -2.056
Ir -0.066 -0.211 0.137
N 1.845 -0.200 -0.006
C 2.036 0.940 0.823
C 0.659 1.395 1.314
H -3.106 0.001 0.308
H -1.804 2.275 -0.347
H -2.080 -2.010 -1.182
H -0.138 -0.978 -2.752
H 0.040 1.668 -2.232
H 0.428 2.460 1.032
H 2.697 0.691 1.673
H 2.662 -0.548 -0.558
H 0.505 1.277 2.398
H 2.524 1.753 0.238
Cl 0.837 -1.998 2.680
C 0.130 -2.106 1.057
H 0.776 -2.784 0.461
H -0.860 -2.579 1.160

Summary:
Orbital gap (alpha / beta) in Eh: 0.128 / 0.243
HOMO (alpha / beta) in eV: -0.21 / -3.46
LUMO energy (alpha / beta) in eV: 3.3 / 3.1
Total energy in Eh: -931.06884
Total charge: -1
Molar mass in g/mol: 349.9
2S+1: 5

No. 7
Below is a molecular structure, C8H12ClN4O4 at a distorted geometry, with properties calculated with ωB97M-V/def2-TZVPD.

Positions of all 29 atoms, in Å:
Cl 0.146 -0.355 -0.060
O 1.351 0.410 0.318
O -0.473 0.028 -1.287
O 0.378 -1.745 0.061
O -0.931 -0.014 0.820
C -0.791 2.445 -1.837
C -1.743 2.649 -0.799
N -2.490 2.784 0.073
H 0.013 3.181 -1.809
H -1.168 2.453 -2.859
H -0.462 1.413 -1.709
C 0.642 -3.616 0.375
C 0.864 -3.176 -1.044
N 1.075 -2.830 -2.168
H 1.125 -4.555 0.647
H -0.395 -3.774 0.673
H 1.138 -2.880 1.006
C 2.776 1.299 1.255
C 3.962 0.711 1.820
N 4.917 0.191 2.181
H 2.847 1.161 0.176
H 2.781 2.374 1.438
H 1.977 0.723 1.721
C -2.885 0.452 -0.243
C -3.059 -0.271 0.988
N -3.174 -0.842 1.970
H -3.672 1.116 -0.600
H -2.756 -0.412 -0.895
H -1.995 1.081 -0.210

Summary:
Orbital gap in Eh: 0.358
HOMO in eV: -6.68
LUMO energy in eV: 3.1
Total energy in Eh: -1291.67132
Total charge: -1
Molar mass in g/mol: 263.7

No. 8
Below is a single C8H12ClP molecule at a distorted geometry, with properties calculated with ωB97M-V/def2-TZVPD.

Positions of all 22 atoms, in Å:
C 0.194 -0.101 0.031
C -1.268 0.077 -0.216
C 0.467 -0.884 1.101
C -2.021 1.106 0.324
C 1.114 0.433 -1.025
C -1.808 -0.894 -1.298
C 1.806 -1.452 1.433
C -1.399 2.208 1.097
P -0.988 -1.179 1.940
Cl -3.703 1.595 -0.065
H 0.904 1.470 -1.253
H 0.932 -0.174 -1.873
H 2.111 0.386 -0.591
H -1.605 -0.450 -2.217
H -2.892 -0.864 -1.202
H -1.446 -1.886 -1.042
H 1.763 -2.300 2.122
H 2.234 -0.641 2.137
H 2.388 -1.511 0.535
H -2.160 2.435 1.928
H -1.390 3.216 0.591
H -0.419 1.927 1.494

Summary:
Orbital gap (alpha / beta) in Eh: 0.225 / 0.241
HOMO (alpha / beta) in eV: -6.85 / -7.08
LUMO energy (alpha / beta) in eV: -0.7 / -0.5
Total energy in Eh: -1113.42361
Molar mass in g/mol: 174.6

No. 9
Below is a single C8H12ClP molecule at a distorted geometry, with properties calculated with ωB97M-V/def2-TZVPD.

Positions of all 22 atoms, in Å:
C -1.457 1.202 2.479
C -0.795 0.287 1.539
P -0.015 -1.102 2.073
C 0.639 -1.481 0.400
C 1.743 -2.414 0.074
C 0.021 -0.673 -0.525
C 0.132 -0.749 -2.008
C -0.836 0.453 0.037
C -0.156 1.824 -0.351
Cl -2.576 0.330 -0.491
H -1.208 2.246 2.553
H -1.661 0.649 3.391
H -2.530 1.255 1.982
H 2.782 -2.146 0.156
H 1.502 -2.824 -0.986
H 1.726 -3.155 0.911
H 1.074 -0.758 -2.581
H -0.481 0.058 -2.358
H -0.235 -1.792 -2.108
H -0.311 2.044 -1.385
H 0.934 1.781 -0.439
H -0.606 2.562 0.252

Summary:
SMILES string: CC1=PC(C)=C(C)[C@@]1(C)Cl
Orbital gap in Eh: 0.295
HOMO in eV: -8.01
LUMO energy in eV: 0.0
Total energy in Eh: -1113.49184
Molar mass in g/mol: 174.6